[1]
A 12-piece molecular cluster, C20H41Cl18NO5S2 overall, computed with wB97M-V/def2-TZVPD.

The geometry in XYZ format:
```
87
C20H41Cl18NO5S2 | OMol25 | wB97M-V/def2-TZVPD
C 0.34749 3.05192 -3.09228
Cl -0.86141 3.91398 -2.14037
Cl -0.14330 1.55031 -3.66814
H 0.63824 3.68970 -3.89913
H 1.17489 2.94796 -2.40646
C -0.51684 4.76368 2.11107
Cl -1.78664 3.65915 1.62040
Cl -1.22544 6.29184 2.64777
H 0.04485 4.32619 2.91952
H 0.15502 4.91626 1.29589
C 2.30870 -2.50109 -4.02642
Cl 0.88940 -3.46716 -3.76860
Cl 2.00764 -1.33188 -5.26057
H 2.52546 -1.91220 -3.15501
H 3.13871 -3.12441 -4.33746
C -4.57365 3.28684 -2.08916
Cl -3.90355 1.80148 -2.59522
Cl -5.48469 3.21966 -0.57665
H -3.78999 3.99908 -1.89550
H -5.21566 3.69050 -2.85296
C 3.49557 3.16191 1.77077
Cl 2.47649 1.82095 2.32635
Cl 2.87814 3.89275 0.24783
H 3.52961 3.96478 2.46873
H 4.50358 2.78577 1.66572
C 2.07546 -2.38547 3.63479
Cl 0.55476 -1.81122 4.35340
Cl 3.35963 -2.98946 4.76079
H 1.89176 -3.21807 2.96705
H 2.53922 -1.58808 3.06586
C -2.24808 -2.52743 2.94826
Cl -2.58084 -0.79667 3.28597
Cl -3.52305 -3.27950 2.07217
H -1.33818 -2.50571 2.36724
H -2.10865 -2.94009 3.92454
C 4.42621 1.90195 -2.72695
Cl 3.98435 3.40393 -3.43606
Cl 5.51687 2.09067 -1.33559
H 3.55335 1.38248 -2.36778
H 4.91171 1.31066 -3.47949
C -4.71112 -3.43486 -2.61123
Cl -3.28639 -4.23149 -1.99504
Cl -6.07551 -3.94115 -1.63592
H -4.54095 -2.37047 -2.59642
H -4.81535 -3.68661 -3.64957
C -1.74219 0.55914 -0.09822
C -2.07159 -0.85128 -0.55311
C -0.82475 -1.33735 -1.28330
S 0.58290 -0.79130 -0.30558
O 1.58968 -0.24838 -1.17994
O 0.91303 -1.83981 0.62786
C -0.33162 0.45566 0.51131
H -2.41988 1.04056 0.61783
H -1.69052 1.25368 -0.94809
H -2.94427 -0.91808 -1.19093
H -2.28830 -1.50080 0.30195
H -0.64517 -0.92868 -2.28484
H -0.79483 -2.42707 -1.36537
H 0.20843 1.39566 0.46020
H -0.32042 0.10895 1.54260
C 5.23557 -1.10883 1.46701
C 6.61509 -0.86193 0.82096
C 6.74502 -2.01745 -0.22785
S 5.19815 -2.09382 -1.01013
O 4.70370 -3.43177 -1.19799
O 5.24232 -1.20697 -2.15507
C 4.28434 -1.27579 0.30642
H 4.98316 -0.24764 2.08540
H 5.23472 -1.98670 2.11695
H 7.42988 -0.89156 1.56377
H 6.57463 0.10709 0.35089
H 6.94917 -2.95954 0.25866
H 7.46653 -1.85002 -1.02484
H 3.38652 -1.86357 0.47507
H 4.04355 -0.32084 -0.17069
C -5.83000 -0.60883 0.43233
C -6.69581 -0.77658 1.69015
O -7.47271 -1.64961 1.89661
N -6.41357 0.16968 2.65135
C -5.49014 1.24505 2.54376
H -4.78675 -0.83353 0.63349
H -5.93672 0.33909 -0.08203
H -6.29635 -1.29732 -0.25260
H -6.84630 0.01127 3.53216
H -5.93919 2.15102 2.09196
H -4.61422 1.01858 1.94290
H -5.18891 1.48824 3.55287
```

The orbital gap is 9.3603 eV. The value obtained for the max |F| is 3.56 eV/A. The calculation puts the molar mass at 1077.8 g mol⁻¹. The spin multiplicity is 1. The LUMO energy is 0.07 eV.

***

[2]
C20H41CrN3S2Si2 as an isolated structure, computed with wB97M-V/def2-TZVPD.

The geometry in XYZ format:
```
69
C20H41CrN3S2Si2 | OMol25 | wB97M-V/def2-TZVPD
Cr 0.65663 0.28581 -0.37632
S 2.36450 1.97975 0.56430
S 0.85566 -1.44138 -2.36415
C 1.73975 3.37967 1.52722
C 2.89002 2.95890 -0.88765
C 1.91948 2.75948 -2.02573
N 1.68986 1.30698 -2.15587
C 1.19080 0.99805 -3.51131
C 1.43910 -0.46794 -3.78120
H 3.90644 2.63063 -1.14739
H 2.93106 4.00760 -0.59101
H 2.33518 3.15896 -2.96195
H 0.94835 3.23951 -1.83778
H 1.71299 1.61996 -4.25527
H 0.12534 1.25102 -3.55389
H 2.51137 -0.67642 -3.89436
H 0.91668 -0.81471 -4.67478
C -0.79128 -1.82891 -3.03438
H 2.61077 0.84409 -2.07747
H -1.44881 -0.95519 -3.01534
H -1.22359 -2.63972 -2.43912
H -0.64633 -2.18974 -4.06062
H 1.64427 3.06302 2.56787
H 0.79180 3.74861 1.13569
H 2.50304 4.17285 1.45078
C 3.04301 -1.15542 0.40047
C 3.62109 -0.60165 -0.69294
H 2.85168 -2.23385 0.43861
H 2.97215 -0.61017 1.35475
H 3.67957 -1.17533 -1.63313
H 4.27589 0.28065 -0.61934
C 0.65453 -3.95366 -0.37012
Si -0.42545 -2.97742 0.82042
C -2.05612 -3.82720 1.15687
C 0.54302 -2.84503 2.42661
N -0.66906 -1.32684 0.20243
C -1.79125 -0.65801 -0.16405
C -3.08938 -1.13340 -0.44181
C -4.05638 -0.24087 -0.90699
C -3.76642 1.09883 -1.22241
C -2.51657 1.62219 -0.94747
C -1.60851 0.80429 -0.23204
N -0.68941 1.33157 0.67103
Si -1.12897 1.41052 2.39990
C -2.70542 0.47135 2.74990
C 0.31343 0.64655 3.31651
C -1.47826 3.19130 2.79916
H 0.80576 -4.96184 0.04889
H 1.64827 -3.49900 -0.50043
H 0.20883 -4.07287 -1.36435
H -1.88425 -4.74735 1.74270
H -2.73456 -3.19365 1.74486
H -2.57975 -4.12018 0.23521
H 1.52654 -2.37960 2.27802
H -0.00017 -2.27799 3.19023
H 0.71291 -3.85636 2.82884
H -3.33070 -2.17996 -0.26117
H -5.07723 -0.59237 -1.05498
H -4.53921 1.74374 -1.64945
H -2.25181 2.66172 -1.15058
H -2.61476 -0.61850 2.63927
H -2.98639 0.68846 3.79264
H -3.53408 0.79888 2.10469
H 1.15860 1.33759 3.41428
H -0.04088 0.40255 4.32726
H 0.67056 -0.28419 2.85215
H -0.59336 3.83089 2.71819
H -2.25201 3.57920 2.12474
H -1.85857 3.23155 3.83235
```

The orbital gap (alpha / beta) is 5.5388 / 5.9665 eV. The value obtained for the max |F| is 2.82 eV/A. The calculation puts the molar mass at 495.9 g mol⁻¹. The spin multiplicity is 5. The LUMO energy (alpha / beta) is 0.13 / 0.11 eV. The energy above the lowest of the compared OMol25 structures with the same formula, charge and spin is 0.0 kcal/mol.

***

[3]
C20H41GdN2P3Se as an isolated structure, computed with wB97M-V/def2-TZVPD.

The geometry in XYZ format:
```
68
C20H41GdN2P3Se | OMol25 | wB97M-V/def2-TZVPD
Gd 0.09614 -0.02675 0.97053
P -2.69151 -0.14181 0.52897
P 0.25383 -2.87137 0.87276
P 0.05251 2.80282 0.81525
H 2.12293 -0.91046 -1.08941
C 2.22204 0.03598 -0.54112
C 2.69594 0.10537 0.74464
H 3.08846 -0.78550 1.26294
C -3.02984 -0.17567 -1.26995
C -3.56625 -1.60454 1.18918
C -3.65310 1.29309 1.13444
C 1.96693 -3.53145 0.88004
C -0.59053 -3.94328 2.11358
C -0.39989 -3.46339 -0.73329
C 1.69372 3.61823 0.79689
C -0.87249 3.77071 2.07330
C -0.67371 3.31632 -0.78201
H 2.05868 0.94128 -1.16201
H 3.04698 1.03537 1.20201
H -4.09397 -0.22377 -1.54322
H -2.52678 -1.04328 -1.71396
H -2.60880 0.73164 -1.72186
H -4.63035 -1.62791 0.93158
H -3.48883 -1.62068 2.28334
H -3.11166 -2.52629 0.80773
H -4.72768 1.21802 0.93891
H -3.29539 2.22222 0.67460
H -3.51957 1.38730 2.21819
H 2.02131 -4.57027 0.52286
H 2.36295 -3.48903 1.90266
H 2.60843 -2.90270 0.24844
H -0.66275 -4.99551 1.77257
H -1.60610 -3.55836 2.29044
H -0.02898 -3.90360 3.05980
H -0.14366 -4.51430 -0.90172
H 0.01581 -2.86255 -1.55093
H -1.48965 -3.35546 -0.76861
H 1.62889 4.66288 0.45948
H 2.37531 3.06688 0.13537
H 2.12426 3.59882 1.80728
H -0.85051 4.85196 1.83532
H -0.41228 3.60758 3.05797
H -1.91471 3.42507 2.10730
H -0.49602 4.38335 -0.95771
H -1.75382 3.13106 -0.78756
H -0.23645 2.73524 -1.60483
C 1.16550 0.11614 -4.68126
C 2.43116 -0.15915 -4.13092
C 3.59377 -0.08741 -4.90111
C 3.51561 0.18498 -6.27368
C 2.26698 0.36712 -6.86188
C 1.09604 0.32506 -6.09200
Se -0.24044 0.20933 -3.33135
H 0.33031 -0.00796 -1.85409
H 2.48109 -0.39454 -3.07403
H 4.54481 -0.24909 -4.39711
H 4.43418 0.24403 -6.84681
H 2.22534 0.54855 -7.94292
H 0.12906 0.46021 -6.57957
N 0.00245 0.71917 5.36348
C -0.93835 -0.30523 5.43881
C -1.06471 -0.78214 4.18003
N -0.21966 -0.04897 3.31437
C 0.41082 0.87023 4.10246
H 0.35822 1.28932 6.14311
H -1.39361 -0.58215 6.36291
H -1.65463 -1.58329 3.80212
H 1.16623 1.57255 3.74924
```

The orbital gap (alpha / beta) is 5.1662 / 3.3739 eV. The value obtained for the max |F| is 2.61 eV/A. The calculation puts the molar mass at 638.7 g mol⁻¹. The spin multiplicity is 8. The net charge is +3. The LUMO energy (alpha / beta) is -10.18 / -11.98 eV. The energy above the lowest of the compared OMol25 structures with the same formula, charge and spin is 2.8 kcal/mol.

***

[4]
C20H41N2P3RuSe as an isolated structure, computed with wB97M-V/def2-TZVPD.

The geometry in XYZ format:
```
68
C20H41N2P3RuSe | OMol25 | wB97M-V/def2-TZVPD
Ru -0.03444 -0.06215 -0.45144
P 0.20862 1.70331 0.93864
P -2.30784 0.17958 -0.47601
P 2.17382 -0.53182 -0.50523
H -1.43249 -3.54748 -6.66752
C -0.80580 -4.32241 -6.20270
C -0.67032 -4.50304 -4.86923
H -1.24861 -3.95700 -4.11264
C 0.41521 3.34489 0.08400
C -1.14408 2.04659 2.15028
C 1.66871 1.72015 2.07300
C -3.01986 -0.90607 -1.76219
C -3.29270 -0.34353 0.99759
C -3.08622 1.81648 -0.81531
C 2.48772 -1.85963 -1.72315
C 3.12259 -1.15541 0.96209
C 3.25628 0.86190 -1.05082
H -0.39799 -5.05148 -6.93951
H -0.01460 -5.30063 -4.50175
H 0.60725 4.18386 0.77010
H -0.48659 3.58416 -0.49927
H 1.25700 3.28146 -0.62095
H -0.93462 2.95126 2.74642
H -1.24224 1.18123 2.82067
H -2.09670 2.18841 1.62861
H 1.72112 2.64763 2.66953
H 2.59206 1.64752 1.48886
H 1.61847 0.85328 2.74556
H -4.10426 -0.75418 -1.86136
H -2.82323 -1.94558 -1.47484
H -2.54066 -0.72867 -2.72987
H -4.37267 -0.33014 0.78486
H -3.10566 0.31466 1.85087
H -3.01188 -1.35696 1.30148
H -4.17549 1.70135 -0.71581
H -2.84334 2.13561 -1.83818
H -2.76237 2.60440 -0.12576
H 3.56433 -2.00671 -1.89999
H 1.98810 -1.62661 -2.67165
H 2.04793 -2.79566 -1.35457
H 4.18408 -1.31380 0.71031
H 2.70737 -2.11527 1.29369
H 3.06567 -0.44900 1.79833
H 4.26539 0.45440 -1.21346
H 3.31851 1.65057 -0.29049
H 2.85923 1.30719 -1.97324
C 0.09797 0.97336 -4.30322
C -0.20825 -0.39059 -4.37636
C 0.03467 -1.08743 -5.55283
C 0.56132 -0.41458 -6.65586
C 0.78503 0.97262 -6.61978
C 0.54081 1.68098 -5.44083
Se -0.27778 1.88493 -2.66347
H 0.75736 1.00640 -1.69096
H -0.62609 -0.88912 -3.50290
H -0.21445 -2.14707 -5.61775
H 0.73403 -0.98416 -7.56698
H 1.14122 1.48732 -7.51560
H 0.68064 2.76118 -5.36535
N -0.41258 -2.50681 3.08938
C -0.68660 -3.52480 2.18914
C -0.59944 -2.99321 0.93313
N -0.27134 -1.64504 1.06699
C -0.15722 -1.38984 2.37392
H -0.38796 -2.55568 4.10565
H -0.91587 -4.51739 2.49733
H -0.73779 -3.44947 -0.03664
H 0.08014 -0.44256 2.85376
```

The orbital gap (alpha / beta) is 4.9175 / 2.8342 eV. The value obtained for the max |F| is 4.32 eV/A. The calculation puts the molar mass at 582.5 g mol⁻¹. The spin multiplicity is 6. The net charge is +3. The LUMO energy (alpha / beta) is -9.31 / -13.89 eV. The energy above the lowest of the compared OMol25 structures with the same formula, charge and spin is 19.5 kcal/mol.